Entry a
10
Properties=species:S:1:pos:R:3:mulliken_charge:R:1 method="wB97M-V/def2-TZVPD" lumo_energy_ev=0.71
H 1.476 1.853 -1.045 0.24
H 1.212 -1.228 1.433 0.33
C 1.008 0.952 -0.685 -0.76
O 0.583 -0.733 0.886 -0.48
O -2.425 -0.368 -0.630 -0.66
H 0.261 0.481 -1.310 0.19
H 1.837 0.842 1.300 0.30
C 1.245 0.416 0.492 0.22
H -2.236 -1.157 -1.151 0.33
H -1.563 -0.135 -0.267 0.28

Entry b
10
Properties=species:S:1:pos:R:3:mulliken_charge:R:1 method="wB97M-V/def2-TZVPD" lumo_energy_ev=0.76
H 1.149 2.648 0.457 0.29
H 0.556 2.165 2.838 0.32
O -0.765 -3.644 -2.729 -0.64
C 0.306 0.665 0.285 -0.49
H 0.022 -4.089 -3.143 0.33
H 0.835 0.258 -0.633 0.22
C 0.612 1.783 0.911 -0.04
O -0.093 1.997 2.116 -0.51
H -0.717 0.284 0.680 0.20
H -0.486 -2.782 -2.473 0.31

Going by the energies, entry a is most stable and the next is 0.771 eV up.